{"formula": "C45H43BrI2N3O9P2", "method": "ωB97M-V/def2-TZVPD", "species": ["C", "C", "O", "C", "C", "C", "C", "C", "C", "C", "P", "N", "C", "C", "I", "C", "C", "I", "C", "P", "N", "O", "O", "C", "C", "C", "O", "O", "N", "Br", "H", "H", "H", "H", "H", "H", "H", "H", "H", "H", "H", "H", "H", "H", "H", "H", "H", "H", "H", "H", "H", "H", "H", "H", "H", "H", "H", "C", "C", "C", "C", "C", "C", "C", "O", "C", "C", "C", "C", "C", "C", "C", "O", "H", "H", "H", "H", "H", "H", "H", "H", "C", "C", "C", "C", "C", "C", "C", "O", "C", "C", "C", "C", "C", "C", "C", "O", "H", "H", "H", "H", "H", "H", "H", "H"], "coordinates": [[-1.813, -2.028, 2.473], [-1.802, -2.646, 1.084], [-2.791, -2.022, 0.283], [-3.100, -2.732, -0.891], [-1.956, -2.847, -1.906], [-1.865, -1.652, -2.911], [-2.438, -0.330, -2.383], [-1.840, 0.932, -3.070], [-0.388, 1.119, -2.729], [-0.038, 1.655, -1.490], [-1.272, 2.120, -0.185], [-1.241, 1.036, 0.940], [1.318, 1.862, -1.196], [1.677, 2.432, 0.124], [2.089, 0.987, 1.605], [1.746, 3.725, 0.405], [2.091, 4.260, 1.760], [1.356, 5.097, -1.144], [2.323, 1.530, -2.139], [4.109, 1.848, -1.795], [4.406, 2.544, -0.458], [4.627, 2.778, -2.988], [4.831, 0.417, -1.888], [1.928, 0.953, -3.343], [2.891, 0.523, -4.436], [3.126, -1.004, -4.504], [2.497, -1.732, -5.218], [4.150, -1.495, -3.751], [0.597, 0.772, -3.599], [0.062, 0.045, -5.245], [-2.063, -0.969, 2.427], [-0.807, -2.086, 2.896], [-2.511, -2.519, 3.151], [-0.823, -2.421, 0.641], [-1.938, -3.730, 1.172], [-3.401, -3.755, -0.616], [-3.969, -2.275, -1.367], [-2.144, -3.705, -2.527], [-0.977, -2.952, -1.445], [-2.328, -1.968, -3.848], [-0.800, -1.507, -3.116], [-3.516, -0.286, -2.528], [-2.180, -0.266, -1.320], [-2.038, 0.985, -4.136], [-2.355, 1.784, -2.630], [-2.557, 2.158, -0.747], [-0.876, 3.382, 0.279], [-0.980, 1.430, 1.837], [2.045, 5.347, 1.795], [1.331, 3.912, 2.468], [3.063, 3.903, 2.099], [5.000, 2.027, 0.176], [3.919, 2.870, -3.643], [5.089, 0.146, -0.997], [3.872, 0.970, -4.279], [2.558, 0.892, -5.405], [3.897, -1.466, -2.818], [-2.997, 5.725, 0.616], [-3.961, 6.727, 0.549], [-4.048, 7.674, 1.555], [-3.180, 7.617, 2.639], [-2.230, 6.600, 2.715], [-2.136, 5.663, 1.698], [-1.316, 6.486, 3.887], [-0.487, 5.597, 3.937], [-1.451, 7.479, 4.983], [-0.649, 7.361, 6.111], [-0.755, 8.287, 7.135], [-1.658, 9.340, 7.033], [-2.465, 9.460, 5.914], [-2.372, 8.528, 4.890], [-3.272, 8.654, 3.709], [-4.061, 9.568, 3.616], [-2.924, 4.991, -0.178], [-4.642, 6.768, -0.291], [-4.792, 8.457, 1.506], [-1.386, 4.885, 1.760], [0.055, 6.544, 6.187], [-0.133, 8.191, 8.015], [-1.735, 10.066, 7.832], [-3.171, 10.275, 5.834], [3.983, -10.950, 0.033], [3.874, -10.281, 1.248], [3.008, -9.208, 1.375], [2.253, -8.792, 0.286], [2.379, -9.451, -0.941], [3.238, -10.537, -1.058], [1.616, -8.995, -2.136], [1.719, -9.567, -3.200], [0.724, -7.808, -1.992], [0.045, -7.331, -3.105], [-0.797, -6.238, -2.984], [-0.973, -5.620, -1.750], [-0.292, -6.092, -0.639], [0.564, -7.179, -0.756], [1.314, -7.649, 0.445], [1.163, -7.107, 1.520], [4.654, -11.794, -0.061], [4.466, -10.599, 2.096], [2.918, -8.689, 2.320], [3.323, -11.052, -2.005], [0.180, -7.814, -4.063], [-1.321, -5.865, -3.857], [-1.644, -4.757, -1.671], [-0.420, -5.615, 0.324]], "atomic_forces_ev_per_a": [[0.0510, 0.1468, 0.1252], [0.4186, 0.7523, 0.3490], [-0.3628, -0.0218, -0.1136], [0.2858, -0.9174, 0.0681], [-0.5580, 2.0653, -0.8884], [0.1877, -0.1664, 0.5761], [0.7098, 0.0260, -0.4474], [-0.2468, 0.0180, 0.2850], [-0.3986, 0.1568, 0.2056], [0.1946, 0.3945, -0.6968], [0.2646, -1.2777, 1.7564], [-0.0593, 0.2926, -0.1758], [0.1820, -0.0403, 0.2677], [-0.1838, -0.0488, 0.1146], [0.0830, 0.0747, -0.3289], [0.0498, -0.1673, 0.2090], [-0.5535, 0.3197, 0.0220], [0.0874, -0.0824, 0.1741], [-0.3111, -0.2936, -0.6614], [1.2877, 0.9921, 2.0873], [-0.1826, -0.2503, -0.3527], [-1.0725, -0.9465, -0.3417], [-0.4728, -0.0621, -0.7555], [0.2486, -0.0730, -0.3207], [0.4556, 0.1345, 0.3408], [-0.3373, -1.0912, -0.3818], [0.3447, 0.6770, 0.1233], [-0.6278, 0.1530, -0.1434], [-0.2331, -0.0607, 0.1262], [0.0844, 0.1750, -0.0954], [-0.0385, -0.0479, -0.1965], [-0.0891, -0.1559, 0.1024], [-0.0089, -0.0248, -0.0648], [0.0312, -0.3316, -0.0261], [-0.1059, -0.0018, -0.3407], [-0.0577, 0.0528, 0.0116], [0.0056, 0.1372, 0.1735], [-0.1483, 0.1672, -0.3192], [-0.1359, -0.1901, 0.2439], [-0.0449, 0.3232, -0.0609], [-0.0298, -0.0890, -0.1251], [-0.0177, 0.0258, 0.2679], [-0.4028, -0.0200, 0.0699], [0.0853, -0.1655, 0.0124], [0.0024, 0.0779, -0.2219], [0.3134, 0.5135, -0.5541], [-0.2977, 0.3169, -0.7794], [0.0183, -0.2368, 0.0812], [0.1926, -0.0260, -0.0629], [0.1051, -0.0194, 0.0555], [0.0606, 0.0321, -0.1589], [-0.0846, 0.2231, 0.2385], [0.3700, 0.4260, -0.2514], [0.1212, -0.0135, -0.0297], [-0.0494, -0.1125, 0.1726], [-0.1698, -0.2277, 0.0008], [0.4437, 0.2435, 0.0739], [-0.0131, 0.0591, 0.0551], [0.0448, -0.0227, 0.0160], [-0.0587, -0.0433, -0.1440], [0.0366, -0.0486, 0.0311], [0.0377, 0.0642, 0.1220], [-0.0803, -0.1332, -0.2885], [0.1825, -0.1385, 0.0622], [0.0019, 0.0135, -0.0546], [-0.0984, 0.0520, -0.0439], [0.0686, 0.0215, 0.1262], [-0.0313, 0.0357, -0.0241], [0.0270, -0.0497, -0.0213], [0.0146, 0.0722, 0.1310], [0.0556, -0.1202, -0.0738], [-0.1368, 0.1860, 0.0401], [0.0066, -0.0279, -0.0191], [-0.0166, 0.0213, -0.0169], [0.0019, 0.0072, 0.0012], [0.0482, 0.0500, 0.0898], [0.0369, 0.0436, 0.1587], [-0.0226, -0.0269, -0.0995], [0.0017, 0.0024, -0.0026], [-0.0015, -0.0015, -0.0005], [-0.0396, -0.0452, -0.0923], [-0.0146, 0.0387, 0.0316], [-0.0171, -0.0070, -0.0515], [0.0939, -0.0743, 0.0909], [-0.0231, -0.0020, -0.1279], [-0.0558, 0.0971, 0.0709], [0.1086, -0.1035, 0.0259], [0.0433, -0.1503, -0.1730], [-0.0080, 0.0333, 0.0056], [0.0195, 0.0382, 0.1133], [-0.0851, 0.1050, -0.1274], [0.0067, 0.0225, 0.0483], [-0.2387, -0.1192, 0.2085], [-0.1136, 0.1452, -0.0642], [0.0694, -0.0736, -0.0675], [-0.0050, 0.0644, 0.2246], [0.0106, 0.0314, -0.0381], [-0.0024, -0.0002, -0.0001], [-0.0090, -0.0078, 0.0018], [-0.0910, 0.0513, -0.0386], [-0.0641, 0.0764, -0.0457], [0.0574, -0.0914, 0.0575], [-0.0071, -0.0267, 0.0069], [0.7868, -1.6851, 0.4055], [0.0691, -0.0886, 0.0513]], "mulliken_charge": [-1.375, 0.194, -0.420, -0.989, -0.615, -0.548, 0.496, -2.575, 0.698, 0.319, 0.988, -0.496, -0.059, -1.647, 0.114, 0.743, -1.558, 0.090, 0.541, 0.852, -0.683, -0.563, -0.515, 0.826, -1.400, 0.402, -0.468, -0.447, 0.071, 0.108, 0.293, 0.316, 0.372, 0.098, 0.292, 0.504, 0.408, 0.437, 0.533, 0.242, -0.085, 0.557, 0.067, 0.792, 0.325, 0.081, -0.299, 0.276, 0.422, 0.439, 0.361, 0.247, 0.461, 0.335, 0.360, 0.653, 0.353, -0.046, -0.779, -0.581, 0.205, -0.345, -0.038, 0.522, -0.688, 0.120, -0.496, -0.514, -0.485, -0.575, 0.176, 0.532, -0.646, 0.307, 0.410, 0.494, 0.743, 0.468, 0.408, 0.410, 0.482, -0.478, -0.506, -0.544, 0.205, 0.168, -0.575, 0.718, -0.656, 0.161, -0.943, -0.446, 0.425, -0.718, -0.039, 0.506, -0.665, 0.405, 0.406, 0.470, 0.477, 0.482, 0.434, 0.115, 0.591], "orbital_gap_ev": 6.63, "homo_ev": -11.163, "total_charge": 1}


{"formula": "C45H43N4O2P2RhSSi", "method": "ωB97M-V/def2-TZVPD", "species": ["Rh", "C", "Si", "C", "C", "C", "C", "C", "C", "N", "C", "S", "H", "H", "H", "H", "H", "H", "H", "H", "H", "H", "H", "H", "O", "C", "O", "C", "C", "C", "C", "C", "C", "N", "C", "C", "C", "C", "C", "C", "N", "H", "H", "H", "H", "H", "H", "H", "H", "H", "H", "N", "P", "C", "C", "C", "C", "C", "C", "C", "C", "C", "C", "C", "C", "P", "C", "C", "C", "C", "C", "C", "C", "C", "C", "C", "C", "C", "H", "H", "H", "H", "H", "H", "H", "H", "H", "H", "H", "H", "H", "H", "H", "H", "H", "H", "H", "H", "H"], "coordinates": [[1.259, 0.451, 0.955], [1.442, -6.811, 0.517], [1.317, -5.179, -0.354], [-0.219, -5.166, -1.401], [2.868, -4.835, -1.320], [1.202, -3.844, 1.030], [1.112, -4.282, 2.368], [1.245, -3.416, 3.435], [1.485, -2.075, 3.175], [1.525, -1.615, 1.929], [1.358, -2.470, 0.899], [1.629, -1.539, -0.625], [1.597, -7.600, -0.226], [0.526, -7.056, 1.064], [2.286, -6.847, 1.211], [-0.118, -5.910, -2.200], [-0.417, -4.203, -1.874], [-1.088, -5.447, -0.799], [3.081, -5.671, -1.994], [3.721, -4.731, -0.643], [2.802, -3.929, -1.925], [0.962, -5.338, 2.566], [1.197, -3.769, 4.456], [1.652, -1.359, 3.970], [8.321, 1.566, -0.112], [7.273, 1.176, 0.629], [7.427, 0.568, 1.646], [5.889, 1.501, 0.125], [5.560, 1.559, -1.221], [4.238, 1.714, -1.622], [3.242, 1.853, -0.670], [3.581, 1.858, 0.687], [4.890, 1.653, 1.081], [1.855, 1.760, -0.972], [1.322, 2.085, -2.079], [-0.054, 1.668, -2.381], [-0.551, 1.471, -3.605], [-1.913, 0.847, -3.774], [-2.779, 0.955, -2.475], [-2.223, 1.818, -1.367], [-0.843, 1.270, -1.253], [8.063, 2.138, -0.843], [6.321, 1.422, -1.981], [3.983, 1.663, -2.674], [2.840, 2.120, 1.437], [5.161, 1.611, 2.128], [1.887, 2.605, -2.856], [0.013, 1.759, -4.490], [-2.374, 1.192, -4.695], [-3.843, 1.080, -2.665], [-2.747, 1.460, -0.480], [-1.639, 0.964, 1.431], [-0.439, 2.180, 1.355], [-2.416, 3.322, -1.352], [-3.545, 3.766, -0.660], [-3.862, 5.113, -0.577], [-3.038, 6.057, -1.177], [-1.908, 5.635, -1.860], [-1.600, 4.282, -1.955], [-0.899, 3.303, 2.688], [-1.130, 2.818, 3.980], [-1.468, 3.704, 4.990], [-1.574, 5.064, 4.717], [-1.344, 5.546, 3.435], [-1.007, 4.667, 2.415], [-1.048, -0.436, 0.689], [-1.047, -0.222, -1.207], [0.226, -0.974, -1.735], [0.065, -1.884, -2.924], [-0.881, -1.679, -3.830], [-1.994, -0.723, -3.564], [-2.329, -0.473, -2.080], [-2.232, -1.711, 1.137], [-2.400, -2.822, 0.308], [-3.258, -3.844, 0.683], [-3.942, -3.770, 1.890], [-3.757, -2.681, 2.734], [-2.896, -1.656, 2.368], [-2.622, 1.167, 1.586], [-4.196, 3.039, -0.177], [-4.749, 5.426, -0.039], [-3.280, 7.111, -1.117], [-1.259, 6.361, -2.336], [-0.723, 4.000, -2.517], [-1.044, 1.757, 4.191], [-1.645, 3.336, 5.994], [-1.835, 5.752, 5.512], [-1.439, 6.604, 3.225], [-0.836, 5.034, 1.407], [0.888, -0.203, -2.120], [0.867, -2.595, -3.100], [-0.890, -2.257, -4.750], [-2.894, -1.057, -4.077], [-3.047, -1.143, -1.614], [-1.861, -2.892, -0.631], [-3.402, -4.697, 0.029], [-4.622, -4.564, 2.175], [-4.279, -2.634, 3.682], [-2.737, -0.822, 3.041]], "atomic_forces_ev_per_a": [[0.3896, -0.2415, 0.0741], [0.0335, -0.1341, 0.0934], [-0.0210, 0.0915, 0.0519], [-0.1021, -0.0325, -0.1165], [0.0989, 0.0129, -0.0689], [0.0233, 0.1070, 0.0864], [-0.0196, -0.0849, -0.1225], [0.0109, 0.0029, 0.0226], [0.0429, 0.0200, -0.0665], [-0.0523, -0.0072, -0.1019], [-0.0449, -0.0694, 0.1112], [-0.0335, 0.1236, -0.0149], [-0.0222, 0.0594, 0.0665], [0.0806, -0.0233, -0.0287], [-0.0629, -0.0374, -0.0511], [-0.0205, 0.0774, 0.0826], [-0.0230, -0.0318, -0.0025], [0.0352, 0.0316, -0.0519], [-0.0331, 0.0737, 0.0666], [-0.0359, -0.0024, -0.0795], [0.0416, -0.0309, 0.0098], [0.0238, 0.1079, 0.0034], [-0.0064, 0.0087, -0.0277], [-0.0181, 0.0023, -0.0240], [-0.0434, -0.0345, 0.0017], [-0.0029, -0.0389, -0.0493], [-0.0198, 0.0276, 0.0627], [0.0691, -0.0322, 0.0113], [0.0132, 0.0431, -0.0978], [0.0020, -0.0619, -0.1708], [-0.1025, -0.0188, -0.0548], [0.2702, 0.1486, -0.0492], [0.0197, 0.0839, 0.0520], [0.1586, -0.2305, 0.5242], [-0.0291, 0.1365, -0.3350], [0.0063, -0.0242, 0.1948], [-0.0698, -0.0471, -0.2484], [0.0262, -0.0400, 0.0344], [0.0357, 0.0251, -0.0003], [0.0217, -0.1037, -0.1446], [0.0896, 0.0099, 0.0648], [-0.0265, 0.0543, -0.0165], [-0.0346, -0.0140, 0.0173], [0.0481, -0.0161, 0.0314], [-0.1256, -0.0092, 0.0993], [-0.0162, 0.0200, -0.0190], [-0.0082, -0.0746, -0.0002], [-0.0630, -0.0137, 0.0837], [0.0039, 0.0220, -0.0256], [0.0203, -0.0333, -0.0280], [-0.0015, 0.0544, -0.0356], [0.0230, 0.0435, 0.0219], [-0.4049, -0.1243, 0.3899], [0.0918, 0.0002, 0.0076], [-0.0455, -0.0205, 0.0486], [0.0191, 0.0202, 0.0007], [-0.0410, -0.0161, 0.0356], [0.0181, -0.0281, 0.0087], [-0.0280, -0.0370, 0.0165], [0.0186, -0.0020, -0.0955], [-0.0507, 0.0567, 0.0033], [-0.0004, -0.0216, 0.0081], [0.0223, -0.0039, -0.0126], [-0.0271, 0.0045, -0.0292], [0.0644, 0.0370, 0.0006], [-0.4979, 0.3207, -0.3525], [-0.0314, -0.0093, 0.0812], [-0.0195, -0.2786, -0.0312], [0.0512, 0.0234, 0.0661], [-0.1193, 0.0061, -0.0753], [0.1507, 0.0335, 0.0919], [0.1020, 0.1121, -0.0264], [0.1494, -0.0932, 0.1491], [0.0441, -0.0177, 0.0254], [-0.0113, -0.0292, -0.0261], [-0.0061, 0.0129, -0.0102], [0.0232, 0.0167, 0.0246], [-0.0014, -0.0362, -0.0398], [0.0032, 0.0118, -0.0163], [0.0530, 0.0808, -0.0544], [0.0430, -0.0197, -0.0293], [0.0199, -0.0666, -0.0049], [-0.0367, -0.0397, 0.0189], [-0.0165, 0.0020, 0.0140], [0.0038, 0.0337, -0.0017], [0.0110, 0.0259, -0.0716], [0.0050, -0.0339, -0.0415], [0.0210, -0.0659, 0.0243], [-0.0385, -0.0120, 0.0671], [0.0048, 0.0798, -0.0840], [-0.0938, 0.0466, 0.0277], [0.0279, 0.0688, 0.1124], [-0.0583, 0.0185, -0.0032], [-0.0049, -0.0339, 0.0258], [-0.0329, -0.0143, -0.0073], [0.0173, 0.0711, 0.0471], [0.0415, 0.0318, -0.0074], [0.0329, 0.0082, -0.0822], [-0.0222, -0.0195, -0.0291]], "mulliken_charge": [-0.341, -1.295, 0.229, -0.653, -0.979, 0.499, -0.288, -0.943, -0.733, -0.129, 0.758, -0.469, 0.338, 0.347, 0.393, 0.466, 0.138, 0.122, 0.400, 0.377, 0.282, 0.458, 0.499, 0.472, -0.450, 0.588, -0.514, 0.419, -1.105, -0.599, 0.688, -0.246, -0.973, 0.923, -1.093, -0.614, -1.122, -0.354, -0.203, -0.007, 1.249, 0.326, 0.360, 0.431, 0.233, 0.510, 0.613, 0.512, 0.772, 0.661, 0.151, 0.051, 0.415, -0.103, -0.284, -1.012, -0.474, -1.163, -0.004, 0.687, -0.530, -0.671, -0.519, -0.701, -0.418, 1.107, 0.629, 0.536, -1.160, -1.214, -0.185, -0.717, 0.680, -0.505, -0.948, -0.798, -0.759, -0.727, 0.469, 0.436, 0.432, 0.454, 0.442, 0.541, 0.367, 0.422, 0.402, 0.428, 0.374, 0.132, 0.577, 0.453, 0.805, 0.830, 0.222, 0.510, 0.443, 0.465, 0.479], "orbital_gap_ev": [6.81, 6.70], "homo_ev": [-12.450, -13.717], "spin_multiplicity": 5, "total_charge": 2, "s2": 6.020}